No. 1
{
  "formula": "C6H9NO",
  "method": "ωB97M-V with the def2-TZVPD basis set",
  "elements": ["C", "N", "C", "C", "C", "C", "C", "O", "H", "H", "H", "H", "H", "H", "H", "H", "H"],
  "xyz": [[1.9317, 0.0218, -0.0410], [0.5176, -0.0708, -0.3150], [0.0081, 1.0044, -1.1526], [-1.4971, 1.0358, -0.8057], [-1.7106, 0.3228, 0.3042], [-0.4061, -0.3390, 0.8073], [-0.5191, -1.8455, 0.9388], [-0.9544, -2.4400, 1.9125], [2.3340, -0.9490, 0.3361], [2.5575, 0.2566, -0.9648], [2.1016, 0.7618, 0.8328], [0.3919, 2.0324, -0.8636], [0.3329, 0.8257, -2.2188], [-2.2384, 1.5145, -1.3622], [-2.6369, 0.1786, 0.8264], [-0.0098, 0.0138, 1.7511], [-0.2030, -2.3240, 0.0146]],
  "forces_ev_per_a": [[0.932, 0.096, 1.209], [-0.209, 0.216, -0.453], [-0.449, 0.826, -0.148], [1.973, -1.742, 0.970], [1.132, -0.080, -0.103], [0.284, 0.188, -1.341], [-1.232, -0.442, 1.469], [0.724, 0.854, -1.338], [-0.388, 0.516, -0.262], [-1.066, 0.019, 1.230], [0.207, -0.639, -1.429], [0.017, -0.821, -0.221], [-0.752, 0.236, 0.922], [-0.913, 0.856, -0.752], [-0.259, 0.000, 0.058], [-0.163, 0.566, 0.531], [0.163, -0.649, -0.341]],
  "nbo_charge": [-0.41, -0.45, -0.24, -0.17, -0.19, -0.20, 0.45, -0.52, 0.20, 0.22, 0.17, 0.17, 0.21, 0.22, 0.22, 0.20, 0.12],
  "e_above_lowest_ev": 1.828,
  "lumo_ha": 0.034,
  "fmax_ha_per_bohr": 0.05455,
  "multiplicity": 1,
  "homo_ha": -0.320
}



No. 2
{
  "formula": "C25H24ClN3O3S",
  "method": "ωB97M-V with the def2-TZVPD basis set",
  "elements": ["C", "C", "C", "C", "O", "C", "C", "C", "C", "C", "C", "O", "N", "C", "S", "N", "C", "C", "C", "C", "C", "N", "C", "O", "C", "C", "C", "C", "C", "C", "Cl", "C", "C", "H", "H", "H", "H", "H", "H", "H", "H", "H", "H", "H", "H", "H", "H", "H", "H", "H", "H", "H", "H", "H", "H", "H", "H"],
  "xyz": [[-7.9835, 1.2387, -2.6647], [-8.4974, 0.8566, -1.2793], [-8.4902, 2.0628, -0.3441], [-7.6516, -0.2780, -0.6908], [-6.3175, 0.1732, -0.5627], [-5.3907, -0.6525, -0.0318], [-5.6258, -1.9568, 0.3977], [-4.5913, -2.7031, 0.9388], [-3.3151, -2.1877, 1.0462], [-3.0663, -0.8869, 0.6057], [-1.7333, -0.2409, 0.6976], [-1.5999, 0.9698, 0.7891], [-0.6729, -1.1038, 0.6586], [0.6861, -0.8267, 0.8002], [1.6789, -2.1348, 0.9283], [1.0086, 0.4719, 0.8547], [2.2506, 1.0854, 1.0080], [2.2521, 2.3770, 1.5360], [3.4481, 3.0401, 1.7264], [4.6441, 2.4387, 1.3820], [4.6428, 1.1647, 0.8177], [5.8747, 0.6032, 0.4710], [6.1150, -0.4246, -0.3896], [5.2669, -1.0497, -0.9846], [7.5694, -0.7855, -0.5089], [7.8734, -2.1447, -0.4733], [9.1758, -2.5904, -0.5886], [10.2020, -1.6767, -0.7636], [9.9204, -0.3240, -0.8311], [8.6124, 0.1161, -0.7021], [8.3198, 1.8243, -0.8476], [3.4457, 0.4829, 0.6342], [-4.1032, -0.1273, 0.0852], [-8.0252, 0.3863, -3.3392], [-8.5870, 2.0398, -3.0836], [-6.9532, 1.5770, -2.5959], [-9.5220, 0.4779, -1.3686], [-7.4737, 2.4246, -0.2158], [-9.0970, 2.8645, -0.7570], [-8.8896, 1.7953, 0.6317], [-8.0480, -0.5639, 0.2934], [-7.6902, -1.1535, -1.3541], [-6.6074, -2.3971, 0.3242], [-4.7923, -3.7067, 1.2830], [-2.5406, -2.7846, 1.5038], [-0.8617, -2.0946, 0.5708], [0.1953, 1.0980, 0.8847], [1.3165, 2.8466, 1.8012], [3.4495, 4.0345, 2.1468], [5.5790, 2.9581, 1.5353], [6.6792, 1.1077, 0.8188], [7.0570, -2.8406, -0.3542], [9.3900, -3.6472, -0.5490], [11.2230, -2.0132, -0.8593], [10.7102, 0.3943, -0.9875], [3.4549, -0.4985, 0.1947], [-3.9147, 0.8839, -0.2389]],
  "forces_ev_per_a": [[-0.151, -0.110, 0.177], [0.393, -0.042, 0.101], [-0.087, -0.212, -0.115], [-0.581, -0.108, -0.093], [0.105, 0.167, -0.039], [0.368, -0.164, 0.150], [-0.238, 0.167, -0.104], [0.099, -0.030, 0.006], [0.079, 0.061, -0.022], [-0.593, -0.058, -0.030], [0.183, 0.125, 0.003], [-0.133, 0.074, -0.030], [-0.296, 0.014, -0.030], [0.357, -0.149, 0.177], [0.216, -0.342, -0.020], [-1.012, 0.113, -0.097], [0.739, 0.246, 0.154], [-0.095, -0.145, -0.034], [0.021, -0.058, -0.031], [0.065, -0.084, -0.054], [-0.456, 0.262, 0.073], [0.210, 0.085, 0.253], [0.200, 0.174, 0.071], [-0.118, -0.146, -0.021], [0.149, -0.058, -0.160], [-0.013, 0.089, 0.017], [-0.030, -0.026, 0.013], [-0.029, 0.059, -0.010], [0.046, 0.025, 0.026], [-0.023, -0.219, 0.013], [0.128, 0.192, -0.079], [-0.022, -0.131, -0.134], [-0.003, -0.027, -0.014], [0.031, -0.062, -0.134], [-0.034, 0.086, -0.087], [0.106, 0.064, -0.059], [0.084, -0.054, 0.037], [0.084, 0.099, 0.042], [-0.051, 0.116, -0.004], [-0.030, 0.036, 0.143], [0.080, -0.013, -0.070], [0.045, 0.043, 0.090], [-0.095, -0.004, -0.021], [-0.017, -0.069, 0.035], [0.077, -0.061, 0.043], [0.129, 0.222, 0.002], [0.201, -0.218, -0.094], [-0.105, 0.047, 0.053], [-0.003, 0.072, 0.035], [0.110, 0.063, 0.005], [-0.147, -0.202, -0.096], [-0.075, -0.054, -0.008], [0.010, -0.094, 0.009], [0.089, -0.022, -0.012], [0.032, 0.076, -0.022], [-0.016, 0.070, 0.023], [0.018, 0.117, -0.024]],
  "nbo_charge": [-0.61, -0.23, -0.61, -0.06, -0.52, 0.40, -0.31, -0.18, -0.22, -0.13, 0.68, -0.61, -0.62, 0.28, -0.20, -0.60, 0.25, -0.27, -0.18, -0.26, 0.17, -0.59, 0.67, -0.58, -0.19, -0.10, -0.23, -0.19, -0.23, -0.01, 0.00, -0.28, -0.22, 0.21, 0.21, 0.22, 0.20, 0.22, 0.21, 0.21, 0.18, 0.18, 0.22, 0.22, 0.21, 0.43, 0.44, 0.22, 0.22, 0.21, 0.41, 0.23, 0.22, 0.22, 0.23, 0.28, 0.24],
  "e_above_lowest_ev": 0.000,
  "lumo_ha": 0.002,
  "fmax_ha_per_bohr": 0.01990,
  "multiplicity": 1,
  "homo_ha": -0.299
}



No. 3
{
  "formula": "C2H3ErFO",
  "method": "ωB97M-V with the def2-TZVPD basis set",
  "elements": ["C", "C", "H", "F", "H", "H", "O", "Er"],
  "xyz": [[-0.5149, 0.3928, 0.3364], [-0.3754, -0.8226, -0.4009], [-0.8779, 0.2889, 1.3688], [-1.2959, 1.3206, -0.3329], [-0.1573, -1.7477, 0.1367], [-0.4961, -0.8111, -1.4881], [1.0456, 1.2075, 0.6785], [2.6718, 0.1715, -0.2984]],
  "forces_ev_per_a": [[-1.085, 3.072, 0.557], [1.716, -0.333, -0.734], [0.426, 0.246, -0.239], [2.053, -1.532, 1.084], [-0.242, 0.120, -0.145], [-0.255, -0.119, 0.301], [1.593, -3.921, -3.131], [-4.205, 2.468, 2.308]],
  "nbo_charge": [0.40, -0.33, 0.25, -0.27, 0.24, 0.25, -0.99, 2.46],
  "e_above_lowest_ev": 0.000,
  "lumo_ha": [-0.439, -0.458],
  "fmax_ha_per_bohr": 0.10490,
  "charge": 2,
  "multiplicity": 5,
  "homo_ha": [-0.690, -0.746]
}



No. 4
{
  "formula": "C6H16",
  "method": "ωB97M-V with the def2-TZVPD basis set",
  "elements": ["C", "C", "C", "H", "H", "H", "H", "H", "H", "H", "H", "C", "C", "C", "H", "H", "H", "H", "H", "H", "H", "H"],
  "xyz": [[-0.3854, 1.1291, 1.8491], [-0.3606, -0.4081, 1.7606], [-1.7549, -1.0182, 1.7225], [0.4295, 1.5781, 2.4225], [-0.4094, 1.6330, 0.8877], [-1.2813, 1.4723, 2.3613], [0.2526, -0.7513, 2.5921], [0.1604, -0.6610, 0.8341], [-1.9933, -1.6060, 0.8330], [-2.4982, -0.2020, 1.7402], [-2.0552, -1.5409, 2.6271], [1.0448, -1.1819, -1.6057], [1.4144, 0.2905, -1.4957], [0.3775, 1.1891, -2.1550], [1.0884, -1.5800, -2.6242], [0.0171, -1.4968, -1.3736], [1.6614, -1.8832, -1.0509], [1.5691, 0.5150, -0.4441], [2.4022, 0.3413, -1.9494], [0.2775, 0.9571, -3.2154], [-0.6036, 0.9861, -1.7108], [0.6471, 2.2377, -2.0057]],
  "forces_ev_per_a": [[-0.253, 0.389, 0.370], [0.471, 0.683, -0.389], [-1.153, 0.816, 0.269], [0.225, -0.307, -0.164], [0.053, -0.125, -0.311], [-0.214, -0.063, 0.163], [-0.147, -0.397, -0.007], [0.112, -0.190, 0.262], [0.269, -0.152, 0.216], [0.213, -0.108, -0.362], [0.401, -0.548, 0.005], [-0.765, -1.403, -0.681], [-0.027, -1.114, -0.032], [0.173, -0.145, 0.376], [0.386, 0.456, -0.306], [-0.041, 0.738, 0.510], [0.373, 0.265, 0.350], [-0.166, 0.347, 0.153], [0.075, 0.522, -0.190], [0.145, 0.155, -0.069], [0.104, 0.221, 0.047], [-0.234, -0.040, -0.210]],
  "nbo_charge": [-0.61, -0.42, -0.62, 0.21, 0.20, 0.20, 0.20, 0.21, 0.21, 0.20, 0.21, -0.62, -0.40, -0.61, 0.20, 0.20, 0.21, 0.20, 0.20, 0.21, 0.20, 0.21],
  "e_above_lowest_ev": 0.555,
  "lumo_ha": 0.042,
  "fmax_ha_per_bohr": 0.03378,
  "multiplicity": 1,
  "homo_ha": -0.417
}



No. 5
{
  "formula": "C22H19GaN3O3S3",
  "method": "ωB97M-V with the def2-TZVPD basis set",
  "elements": ["Ga", "C", "N", "C", "C", "C", "C", "C", "N", "C", "C", "C", "C", "C", "C", "H", "H", "H", "H", "H", "H", "H", "H", "H", "H", "H", "C", "C", "C", "C", "C", "C", "C", "C", "C", "S", "C", "N", "H", "H", "H", "H", "H", "H", "H", "H", "O", "S", "O", "O", "S"],
  "xyz": [[-0.9014, 1.8558, -0.2509], [-0.1808, -0.2377, 2.1647], [-0.7910, 1.0117, 1.8381], [-0.8393, 2.0111, 2.6449], [-1.3416, 3.2379, 2.1681], [-1.7418, 4.4307, 2.7355], [-1.8921, 5.3445, 1.7148], [-1.7000, 4.6821, 0.5140], [-1.3171, 3.4431, 0.8231], [-1.1447, -1.3524, 2.2517], [-0.8939, -2.7328, 2.1006], [-1.9097, -3.6689, 2.2338], [-3.2250, -3.2570, 2.4301], [-3.5022, -1.9114, 2.6416], [-2.4824, -1.0083, 2.5994], [0.4041, -0.1699, 3.0753], [0.5559, -0.4942, 1.4021], [-0.4782, 1.9499, 3.6498], [-1.9256, 4.5347, 3.8217], [-2.1901, 6.3846, 1.8442], [-1.7171, 4.9137, -0.5437], [0.0705, -3.1393, 1.8132], [-1.6454, -4.7149, 2.1934], [-4.0374, -4.0071, 2.5853], [-4.5141, -1.5040, 2.7661], [-2.7345, 0.0191, 2.7425], [5.8067, 0.4506, -2.1175], [4.5962, -0.4966, -2.1972], [4.6661, -1.7641, -2.7647], [3.5630, -2.5221, -2.9498], [2.3183, -1.9299, -2.5441], [1.1038, -2.5755, -2.8724], [-0.0982, -2.0314, -2.4888], [-0.0399, -0.8325, -1.6513], [1.1108, -0.1603, -1.3736], [1.2710, 1.3268, -0.4226], [2.3122, -0.6442, -1.9362], [3.4628, 0.0773, -1.8339], [6.5244, 0.3467, -2.9793], [6.4418, 0.3840, -1.2847], [5.4643, 1.4693, -1.9959], [5.6110, -2.0276, -3.1751], [3.5954, -3.5251, -3.3976], [1.1795, -3.4386, -3.4759], [-1.0433, -2.4880, -2.6777], [-0.9866, -0.4256, -1.2959], [-2.5989, 0.9117, -0.2200], [-3.1318, 0.9350, -1.6983], [-4.4260, 1.5745, -1.8590], [-2.9789, -0.3746, -2.2456], [-1.6490, 2.1392, -2.5022]],
  "forces_ev_per_a": [[-0.787, 0.244, 0.131], [1.187, -0.306, -0.139], [0.206, 0.986, -0.230], [-0.214, -1.406, -0.454], [-0.030, 1.232, -0.742], [0.292, -0.445, 2.323], [-1.210, 1.886, -0.252], [0.715, -0.447, 0.021], [0.346, -1.784, -1.279], [-2.523, -1.171, 0.874], [0.265, 0.834, -0.276], [-0.501, 0.419, 0.084], [-0.745, -1.004, 0.926], [-0.625, -0.351, -0.298], [1.462, 0.110, -0.646], [0.127, 0.076, 0.572], [0.051, 0.220, -0.211], [0.145, -0.207, 0.849], [0.249, 0.312, -0.860], [0.015, -0.345, -0.126], [-0.174, 0.536, 0.283], [0.226, 0.408, 0.139], [-0.147, -0.130, -0.190], [0.766, 0.621, -0.434], [0.354, -0.557, 0.116], [0.020, 0.523, -0.001], [-0.060, -0.312, -1.648], [-0.194, 2.377, 0.206], [0.768, -0.254, -0.342], [-1.235, 0.561, 0.338], [0.358, -0.449, -0.628], [-0.814, 0.948, 0.650], [1.660, 1.377, 1.438], [-1.101, -0.955, -0.638], [0.224, 0.568, -0.304], [0.049, -0.089, -0.273], [1.260, -1.070, -0.169], [0.218, -0.727, 0.423], [-0.964, 0.175, 0.485], [0.706, -0.975, 1.573], [-0.380, 0.227, -0.613], [0.739, -0.617, -0.031], [-0.088, 0.575, 0.106], [-0.144, -1.026, -0.457], [-0.475, -0.074, -0.240], [0.326, -0.551, -0.072], [-0.846, -0.023, -1.074], [0.119, 1.482, 0.590], [0.728, -0.548, 0.580], [-0.378, -1.115, -0.429], [0.054, 0.236, 0.349]],
  "nbo_charge": [1.46, -0.26, -0.51, 0.17, -0.02, -0.25, -0.33, -0.02, -0.64, -0.02, -0.20, -0.22, -0.22, -0.21, -0.19, 0.19, 0.23, 0.17, 0.21, 0.21, 0.22, 0.21, 0.20, 0.20, 0.21, 0.22, -0.64, 0.22, -0.29, -0.13, -0.09, -0.22, -0.18, -0.24, -0.07, -0.26, 0.10, -0.41, 0.20, 0.21, 0.24, 0.20, 0.21, 0.19, 0.23, 0.24, -1.07, 2.24, -0.95, -0.98, -0.58],
  "e_above_lowest_ev": 0.572,
  "lumo_ha": 0.098,
  "fmax_ha_per_bohr": 0.05670,
  "charge": -1,
  "multiplicity": 1,
  "homo_ha": -0.188
}



No. 6
{
  "formula": "C5H8FN",
  "method": "ωB97M-V with the def2-TZVPD basis set",
  "elements": ["C", "C", "C", "C", "C", "N", "F", "H", "H", "H", "H", "H", "H", "H", "H"],
  "xyz": [[2.2186, 1.2695, -2.0502], [0.9683, 0.9111, -2.0296], [-0.6014, 0.2459, 0.0640], [-1.5047, 0.5383, 1.2890], [-0.2434, -1.2356, -0.0871], [-0.1032, 1.2903, -0.4535], [0.1504, 0.3624, -2.8935], [2.7638, 0.9408, -2.8171], [2.5271, 1.8287, -1.2258], [-1.6193, -0.2274, 2.0735], [-2.4053, 0.7963, 0.8713], [-1.0854, 1.3919, 1.6464], [-1.0257, -1.8015, 0.1724], [0.5722, -1.3606, 0.4560], [0.0917, -1.3267, -1.1408]],
  "forces_ev_per_a": [[-2.651, -0.242, 1.089], [0.757, 0.747, -2.483], [0.116, 1.651, 1.625], [0.651, -2.203, -0.827], [0.358, 4.094, -5.039], [-2.104, -2.280, 3.742], [0.271, -0.693, -0.992], [2.853, -0.951, -2.864], [0.881, 0.766, 1.075], [0.280, 0.067, -0.640], [-2.634, 0.478, -0.592], [0.876, 2.388, 1.707], [-2.803, -2.215, 0.853], [3.593, -0.994, 2.809], [-0.446, -0.613, 0.539]],
  "nbo_charge": [-0.61, 0.46, 0.20, -0.65, -0.64, -0.19, -0.34, 0.20, 0.23, 0.22, 0.22, 0.22, 0.22, 0.23, 0.23],
  "e_above_lowest_ev": 2.544,
  "lumo_ha": [0.036, -0.061],
  "fmax_ha_per_bohr": 0.12645,
  "multiplicity": 3,
  "homo_ha": [-0.189, -0.349]
}



No. 7
{
  "formula": "C7H15N",
  "method": "ωB97M-V with the def2-TZVPD basis set",
  "elements": ["C", "C", "C", "N", "C", "C", "C", "C", "H", "H", "H", "H", "H", "H", "H", "H", "H", "H", "H", "H", "H", "H", "H"],
  "xyz": [[-3.3184, -0.5108, -0.4074], [-2.0929, -0.9242, -0.1320], [-0.9167, 0.1872, 0.5338], [-1.3987, 1.4969, 0.3293], [0.2956, -0.2852, -0.1999], [0.8718, -1.5891, 0.3196], [1.4369, 0.9803, 0.0994], [2.8213, 0.6565, -0.4353], [-4.0991, -1.1816, -0.7437], [-3.6291, 0.5016, -0.1874], [-1.8436, -1.9720, -0.2651], [-0.8422, -0.0216, 1.6046], [-1.0923, 2.1699, 1.0154], [-1.4700, 1.7535, -0.6465], [0.1514, -0.2877, -1.2812], [0.1744, -2.4097, 0.1696], [1.7987, -1.8314, -0.1951], [1.0852, -1.5187, 1.3856], [1.0454, 1.8612, -0.4130], [1.4810, 1.1886, 1.1708], [3.3008, -0.1288, 0.1463], [2.7727, 0.3292, -1.4742], [3.4675, 1.5359, -0.3938]],
  "forces_ev_per_a": [[-0.099, -0.067, 0.311], [0.810, 1.954, 1.708], [-3.026, -3.527, -1.652], [-0.460, -0.052, 0.162], [3.512, 3.180, 1.195], [-0.227, 0.113, -0.242], [-1.201, -2.005, -1.125], [-0.023, 0.088, 0.105], [0.112, -0.087, -0.245], [0.097, 0.164, -0.058], [0.305, 0.161, -0.006], [0.034, -0.005, -0.103], [0.045, 0.177, -0.609], [0.226, 0.457, 0.381], [-0.098, -0.071, -0.013], [0.035, -0.163, 0.024], [0.024, -0.081, -0.029], [0.011, 0.036, 0.100], [-0.004, -0.052, 0.152], [-0.193, -0.106, 0.028], [0.064, -0.066, -0.012], [0.022, -0.023, -0.063], [0.035, -0.026, -0.009]],
  "nbo_charge": [-0.43, -0.20, -0.04, -0.86, -0.21, -0.62, -0.39, -0.62, 0.19, 0.20, 0.19, 0.20, 0.38, 0.38, 0.20, 0.21, 0.22, 0.20, 0.20, 0.19, 0.20, 0.20, 0.21],
  "e_above_lowest_ev": 1.763,
  "lumo_ha": 0.042,
  "fmax_ha_per_bohr": 0.09591,
  "multiplicity": 1,
  "homo_ha": -0.319
}